# 1
{
  "formula": "C6H14NO3Tl",
  "method": "ωB97M-V/def2-TZVPD",
  "total_charge": 2,
  "gap_ev": 2.2,
  "lumo_ev": -13.401,
  "multiplicity": 1,
  "species": ["Tl", "C", "C", "O", "O", "H", "H", "H", "C", "C", "C", "O", "C", "N", "H", "H", "H", "H", "H", "H", "H", "H", "H", "H", "H"],
  "positions_angstrom": [[1.8297, 3.2181, -1.7767], [4.7047, -0.1967, 3.2157], [4.2025, 0.7065, 2.0682], [4.5472, 1.8949, 2.1372], [3.3957, 0.2518, 1.2192], [5.3316, -1.0163, 2.8647], [3.8918, -0.5788, 3.8332], [5.3098, 0.3964, 3.9014], [-3.6553, -0.0749, 0.2485], [-2.2184, 0.1397, -0.2046], [-1.9023, -0.4868, -1.6253], [-0.5030, -0.2977, -1.9642], [-0.0975, -1.4378, -2.7874], [-1.9702, 1.5915, -0.1697], [-4.2874, 0.3428, -0.5351], [-3.9268, 0.3466, 1.2164], [-3.7476, -1.1535, 0.1215], [-1.5649, -0.3684, 0.5046], [-2.6555, -0.1343, -2.3300], [-2.1244, -1.5507, -1.5418], [0.8880, -1.4360, -3.2532], [-0.7590, -1.6733, -3.6211], [-0.1415, -2.2868, -2.1052], [-1.6753, 1.7577, 0.7819], [-2.8717, 2.0461, -0.1981]]
}


# 2
{
  "formula": "C5H14",
  "method": "ωB97M-V/def2-TZVPD",
  "smiles": "CCC.CC",
  "gap_ev": 12.5,
  "lumo_ev": 1.175,
  "multiplicity": 1,
  "species": ["C", "C", "C", "H", "H", "H", "H", "H", "H", "H", "H", "C", "C", "H", "H", "H", "H", "H", "H"],
  "positions_angstrom": [[0.3979, 1.0805, 1.9479], [0.6323, 1.4655, 0.4745], [-0.6235, 2.0226, -0.1654], [1.2630, 0.5796, 2.3859], [-0.5014, 0.4696, 2.0259], [0.1730, 1.9836, 2.5175], [1.4464, 2.1998, 0.4665], [1.0629, 0.6254, -0.0895], [-0.3998, 2.4702, -1.1229], [-1.4551, 1.3258, -0.2951], [-1.0210, 2.8413, 0.4416], [-0.3585, -2.0609, -0.3660], [0.1086, -2.2095, -1.8076], [0.4642, -2.1209, 0.3448], [-0.8255, -1.0894, -0.1935], [-1.1100, -2.7868, -0.0614], [0.8860, -2.9742, -1.8724], [0.5326, -1.2670, -2.1517], [-0.6722, -2.5556, -2.4788]]
}


# 3
{
  "formula": "C6H11NS",
  "method": "ωB97M-V/def2-TZVPD",
  "smiles": "CSC(C)=C=N.C=C",
  "gap_ev": 8.9,
  "lumo_ev": 0.793,
  "multiplicity": 1,
  "species": ["C", "S", "C", "C", "C", "N", "H", "H", "H", "H", "H", "H", "H", "C", "C", "H", "H", "H", "H"],
  "positions_angstrom": [[2.2601, 0.7526, 1.3989], [0.9588, 1.0404, 0.1982], [1.1678, -0.5981, -0.5045], [1.3590, -0.7393, -1.9560], [0.9551, -1.5013, 0.3747], [1.1012, -2.3727, 1.2102], [2.9989, 0.1229, 0.8477], [1.9429, 0.1672, 2.2676], [2.8741, 1.7435, 1.6354], [1.0234, -1.7085, -2.4521], [1.1675, 0.1541, -2.4818], [2.5253, -1.0939, -2.0329], [0.3464, -3.0108, 1.5317], [-3.6741, -0.0007, 1.5286], [-2.8642, 0.6081, 0.7001], [-3.6056, 0.1349, 2.6802], [-4.1484, -0.9125, 1.0967], [-2.8590, 0.1708, -0.2754], [-2.2208, 1.3706, 1.0164]]
}


# 4
{
  "formula": "C4H10OSi",
  "method": "ωB97M-V/def2-TZVPD",
  "gap_ev": [6.1, 7.6],
  "lumo_ev": [0.812, -2.781],
  "multiplicity": 3,
  "species": ["C", "C", "C", "C", "O", "Si", "H", "H", "H", "H", "H", "H", "H", "H", "H", "H"],
  "positions_angstrom": [[-1.6864, -0.5881, -0.0970], [-0.7272, 0.0490, -1.0829], [-0.8884, 0.0656, 1.0837], [0.2106, 0.2217, 0.0504], [0.8271, 1.9474, 0.0645], [1.9208, -0.5838, -0.2027], [-2.7844, -0.3591, -0.0491], [-1.4608, -1.6897, 0.0277], [-0.3951, -0.5387, -1.9721], [-1.0657, 0.9880, -1.3919], [-1.3856, 1.0039, 1.1752], [-0.6173, -0.2706, 2.0750], [0.7960, 2.1222, 1.0549], [2.9288, 0.3231, -0.7592], [1.6965, -1.8338, -0.9361], [2.6311, -0.8572, 0.9596]]
}


# 5
{
  "formula": "C20H34N10PPdSb",
  "method": "ωB97M-V/def2-TZVPD",
  "total_charge": 2,
  "gap_ev": [8.3, 7.6],
  "lumo_ev": [-4.454, -6.384],
  "multiplicity": 3,
  "species": ["Pd", "C", "N", "C", "C", "N", "C", "P", "C", "N", "C", "C", "N", "C", "C", "N", "C", "C", "N", "C", "H", "H", "H", "H", "H", "H", "H", "H", "H", "H", "H", "H", "H", "H", "H", "C", "C", "Sb", "C", "C", "C", "C", "H", "H", "H", "H", "H", "H", "H", "H", "H", "H", "H", "H", "H", "H", "H", "N", "C", "N", "N", "C", "N", "H", "H", "H", "H"],
  "positions_angstrom": [[-0.0973, -0.7581, -0.2232], [-2.7808, 3.6789, -2.3481], [-1.6945, 2.7122, -2.1565], [-0.4058, 2.8992, -2.5826], [0.3002, 1.8097, -2.1668], [-0.5434, 0.9751, -1.4855], [-1.7452, 1.5327, -1.4844], [-3.2822, 0.6928, -0.9622], [-2.9074, -0.9393, -1.6779], [-1.8243, -1.6668, -1.4669], [-1.9203, -2.7702, -2.2639], [-3.0915, -2.7159, -2.9652], [-3.7091, -1.5552, -2.5914], [-5.0019, -1.0822, -3.1001], [-2.8640, 0.3251, 0.7695], [-1.8580, -0.4397, 1.1599], [-2.0027, -0.6399, 2.5047], [-3.1277, 0.0009, 2.9316], [-3.6716, 0.6007, 1.8288], [-4.8585, 1.4607, 1.8538], [-2.7318, 4.0809, -3.3566], [-2.6932, 4.4946, -1.6328], [-3.7383, 3.1853, -2.2129], [-0.1044, 3.7668, -3.1504], [1.3328, 1.5599, -2.3457], [-1.1606, -3.5350, -2.2754], [-3.5266, -3.3942, -3.6833], [-5.4196, -1.8490, -3.7457], [-4.8790, -0.1696, -3.6778], [-5.6924, -0.9041, -2.2808], [-1.3266, -1.2611, 3.0685], [-3.5787, 0.0727, 3.9091], [-5.6408, 0.9816, 2.4348], [-5.2188, 1.6170, 0.8426], [-4.6173, 2.4217, 2.3003], [0.7276, 0.8924, 4.3043], [1.1189, 1.6795, 3.0535], [1.7054, 0.4627, 1.3904], [3.1443, -0.8098, 2.3334], [4.2666, -0.0690, 3.0622], [2.8970, 1.8719, 0.2884], [3.6446, 2.9082, 1.1289], [0.5513, 1.5771, 5.1355], [1.5191, 0.2078, 4.6154], [-0.1837, 0.3119, 4.1583], [1.9876, 2.3058, 3.2556], [0.3158, 2.3284, 2.7046], [3.5304, -1.4644, 1.5493], [2.5654, -1.4346, 3.0164], [4.9595, 0.3971, 2.3621], [4.8400, -0.7672, 3.6732], [3.8877, 0.7077, 3.7305], [2.2068, 2.3602, -0.3913], [3.5810, 1.2711, -0.3136], [2.9617, 3.5425, 1.6939], [4.2227, 3.5631, 0.4734], [4.3419, 2.4535, 1.8323], [3.2783, -4.5454, -3.0217], [4.0019, -4.0438, -2.0133], [5.2199, -4.5377, -1.7863], [3.5710, -3.0783, -1.2257], [2.4301, -2.4889, -1.2835], [1.4164, -1.9134, -1.2846], [3.6349, -5.2681, -3.6221], [2.3655, -4.1784, -3.2195], [5.6149, -5.2768, -2.3393], [5.7568, -4.1535, -1.0285]]
}


# 6
{
  "formula": "C18H36IrN5O2P3",
  "method": "ωB97M-V/def2-TZVPD",
  "total_charge": 4,
  "gap_ev": [5.8, 4.3],
  "lumo_ev": [-13.054, -16.898],
  "multiplicity": 6,
  "species": ["P", "C", "H", "H", "H", "C", "H", "H", "H", "C", "H", "H", "H", "P", "C", "H", "H", "H", "C", "H", "H", "H", "C", "H", "H", "H", "P", "C", "H", "H", "H", "C", "H", "H", "H", "C", "H", "H", "H", "Ir", "C", "O", "C", "O", "C", "C", "C", "C", "C", "C", "H", "H", "H", "H", "H", "H", "N", "N", "N", "C", "N", "N", "H", "H", "H"],
  "positions_angstrom": [[-1.9410, 1.6236, 0.9053], [-3.3270, 0.9081, 1.8843], [-4.1110, 1.6572, 2.0549], [-2.9813, 0.5446, 2.8577], [-3.7624, 0.0686, 1.3353], [-1.4824, 2.8990, 2.1298], [-0.8758, 3.6824, 1.6666], [-0.8860, 2.4171, 2.9155], [-2.3646, 3.3632, 2.5954], [-3.0079, 2.5567, -0.2509], [-3.6659, 3.2792, 0.2609], [-3.6322, 1.8423, -0.8084], [-2.3601, 3.0842, -0.9619], [-0.2608, -0.7144, -2.8996], [-1.4104, -2.0723, -3.3933], [-1.2324, -2.3572, -4.4412], [-2.4542, -1.7470, -3.2977], [-1.2454, -2.9542, -2.7607], [-0.8180, 0.5168, -4.1317], [-0.0775, 1.3182, -4.2578], [-1.7792, 0.9430, -3.8073], [-0.9672, 0.0266, -5.1119], [1.2684, -1.3994, -3.6351], [1.1465, -1.5482, -4.7227], [1.4997, -2.3749, -3.1808], [2.1009, -0.7072, -3.4578], [2.1316, -1.0463, 1.1699], [2.0617, -2.7423, 1.8741], [2.8688, -2.9003, 2.6015], [2.1438, -3.4872, 1.0782], [1.1059, -2.8909, 2.3827], [3.8310, -1.1968, 0.5256], [4.4932, -1.7402, 1.2177], [4.2522, -0.2055, 0.3275], [3.7606, -1.7525, -0.4184], [2.4467, -0.2102, 2.7726], [3.3829, -0.5405, 3.2493], [1.6207, -0.4001, 3.4714], [2.4992, 0.8659, 2.5808], [-0.2285, -0.3945, -0.5239], [-2.0943, -0.6413, -0.7550], [-3.2212, -0.9315, -0.8651], [0.2336, -2.2353, -0.5733], [0.4285, -3.3847, -0.6697], [2.8213, 1.7337, -1.4072], [2.6991, 2.2233, -0.1033], [1.6255, 3.0582, 0.2305], [0.6760, 3.3996, -0.7372], [0.7993, 2.9058, -2.0416], [1.8709, 2.0726, -2.3785], [3.6378, 1.0502, -1.6587], [3.4458, 1.9637, 0.6545], [1.5094, 3.4092, 1.2606], [-0.1604, 4.0583, -0.4810], [0.0326, 3.1462, -2.7835], [1.9812, 1.7007, -3.4016], [-2.3802, -3.6399, 3.3078], [-1.7561, -2.5296, 2.8790], [-1.3488, -1.5382, 3.7062], [-0.7670, -0.7015, 2.8337], [-0.8142, -1.1677, 1.5624], [-1.4324, -2.3442, 1.5759], [-2.6073, -4.3303, 2.5940], [-2.5507, -3.7408, 4.2829], [-0.3710, 0.2489, 3.1725]]
}


Total energy for the records above, in order: -689.0804; -198.8854; -688.0162; -522.8473; -2039.0865; -2258.2516 hartree